1.
{"formula": "C28H33N9OS2Zn", "method": "ωB97M-V/def2-TZVPD", "max_force_ha_per_bohr": 0.009, "homo_ev": -6.8, "e_above_lowest_ev": 0.648, "total_charge": 0, "homo_lumo_gap_ha": 0.2704, "species": ["Zn", "C", "C", "C", "C", "C", "N", "C", "C", "C", "C", "C", "C", "C", "N", "C", "C", "C", "N", "C", "C", "N", "C", "C", "C", "N", "H", "H", "H", "H", "H", "H", "H", "H", "H", "H", "H", "H", "H", "H", "H", "H", "H", "H", "C", "N", "C", "N", "C", "N", "C", "N", "C", "C", "H", "H", "H", "H", "H", "H", "H", "H", "H", "H", "H", "H", "C", "O", "C", "S", "S", "H", "H", "H"], "positions_angstrom": [[0.469, 0.537, 0.623], [-6.657, 0.993, 1.219], [-5.213, 1.064, 0.783], [-4.756, 2.006, -0.133], [-3.427, 2.076, -0.493], [-2.437, 1.197, 0.012], [-1.120, 1.290, -0.335], [-0.738, 2.254, -1.280], [-1.098, 2.136, -2.623], [-0.670, 3.032, -3.583], [0.161, 4.096, -3.240], [0.686, 5.046, -4.286], [0.534, 4.221, -1.914], [0.093, 3.330, -0.941], [0.541, 3.555, 0.409], [0.913, 4.739, 0.948], [1.274, 4.512, 2.252], [1.088, 3.134, 2.434], [0.640, 2.567, 1.327], [-2.920, 0.251, 0.953], [-4.263, 0.218, 1.320], [-2.060, -0.688, 1.639], [-2.466, -1.806, 2.274], [-1.423, -2.274, 3.042], [-0.385, -1.374, 2.801], [-0.770, -0.423, 1.958], [-7.259, 1.729, 0.685], [-6.760, 1.192, 2.288], [-7.088, 0.009, 1.025], [-5.456, 2.717, -0.560], [-3.115, 2.844, -1.188], [-1.725, 1.295, -2.899], [-0.964, 2.891, -4.618], [-0.076, 5.267, -5.034], [1.542, 4.610, -4.807], [1.012, 5.986, -3.841], [1.216, 5.019, -1.638], [0.876, 5.656, 0.386], [1.623, 5.235, 2.970], [1.239, 2.532, 3.317], [-4.581, -0.484, 2.082], [-3.454, -2.207, 2.139], [-1.415, -3.154, 3.662], [0.628, -1.362, 3.177], [-0.080, -3.389, -0.194], [0.202, -4.787, -0.543], [1.147, -4.791, -1.668], [2.393, -4.088, -1.349], [2.061, -2.707, -0.976], [1.135, -2.645, 0.169], [1.772, -3.342, 1.295], [2.107, -4.736, 0.979], [0.862, -5.419, 0.604], [2.999, -4.742, -0.186], [-0.775, -3.367, 0.648], [-0.547, -2.897, -1.051], [0.676, -4.307, -2.526], [1.379, -5.824, -1.930], [1.604, -2.204, -1.828], [2.978, -2.179, -0.711], [1.080, -3.347, 2.140], [2.676, -2.800, 1.579], [0.181, -5.401, 1.457], [1.085, -6.458, 0.357], [3.234, -5.777, -0.443], [3.923, -4.224, 0.072], [5.554, 0.538, 0.412], [4.493, 0.647, -0.544], [3.236, 0.481, -0.138], [2.870, 0.146, 1.482], [2.048, 0.616, -1.329], [6.465, 0.731, -0.145], [5.576, -0.461, 0.847], [5.428, 1.268, 1.209]], "lowdin_charge": [0.440, -0.059, -0.294, -0.052, -0.016, -0.222, -0.041, -0.320, -0.029, -0.036, -0.272, -0.051, 0.010, -0.139, -0.042, -0.052, -0.045, -0.136, 0.017, -0.100, -0.006, -0.042, -0.064, -0.055, -0.155, 0.022, 0.070, 0.077, 0.075, 0.110, 0.104, 0.127, 0.115, 0.077, 0.084, 0.074, 0.112, 0.121, 0.097, 0.110, 0.109, 0.126, 0.105, 0.103, -0.171, -0.086, -0.175, -0.085, -0.208, -0.088, -0.198, -0.085, -0.175, -0.175, 0.105, 0.130, 0.124, 0.122, 0.099, 0.102, 0.099, 0.098, 0.122, 0.122, 0.122, 0.125, -0.107, -0.214, -1.251, 0.638, 0.710, 0.092, 0.078, 0.075]}

***

2.
{"formula": "C4H6N2O", "method": "ωB97M-V/def2-TZVPD", "max_force_ha_per_bohr": 0.007, "homo_ev": [-9.0, -9.0], "e_above_lowest_ev": 6.250, "total_charge": 0, "homo_lumo_gap_ha": [0.3256, 0.3256], "species": ["C", "C", "N", "O", "C", "N", "C", "H", "H", "H", "H", "H", "H"], "positions_angstrom": [[-1.893, 0.387, -0.224], [-0.564, -0.204, 0.108], [-0.012, -1.131, -0.787], [1.029, -1.731, 0.054], [1.463, -0.548, 0.552], [2.333, -0.065, -0.314], [0.315, 0.142, 1.097], [-1.926, 0.653, -1.286], [-2.681, -0.352, -0.048], [-2.098, 1.278, 0.374], [2.506, 0.928, -0.160], [1.258, -0.322, -1.162], [0.269, 0.964, 1.796]], "lowdin_charge": [-0.027, -0.366, 0.060, -0.083, -0.424, 0.128, 0.025, 0.087, 0.087, 0.080, 0.088, 0.236, 0.109]}

***

3.
{"formula": "C29H29N3O2", "method": "ωB97M-V/def2-TZVPD", "max_force_ha_per_bohr": 0.096, "homo_ev": -6.1, "e_above_lowest_ev": 5.618, "total_charge": 0, "homo_lumo_gap_ha": 0.2039, "species": ["C", "C", "C", "C", "C", "C", "N", "O", "O", "C", "C", "H", "H", "H", "H", "H", "H", "H", "H", "C", "C", "N", "C", "C", "C", "C", "C", "C", "C", "C", "C", "C", "C", "C", "N", "C", "C", "C", "C", "C", "C", "C", "H", "H", "H", "H", "H", "H", "H", "H", "H", "H", "H", "H", "H", "H", "H", "H", "H", "H", "H", "H", "H"], "positions_angstrom": [[4.015, -1.974, -5.472], [3.278, -1.182, -4.427], [3.453, -1.472, -3.071], [2.864, -0.687, -2.085], [2.018, 0.365, -2.448], [1.412, 1.175, -1.364], [2.497, 2.090, -0.849], [2.245, 3.293, -0.637], [3.554, 1.503, -0.507], [1.792, 0.638, -3.809], [2.414, -0.141, -4.785], [3.934, -1.483, -6.444], [5.071, -2.054, -5.198], [3.634, -2.996, -5.576], [4.083, -2.310, -2.774], [3.105, -0.844, -1.033], [0.550, 1.777, -1.682], [1.161, 1.490, -4.081], [2.239, 0.046, -5.847], [-1.264, -0.411, -2.622], [-1.281, -0.996, -1.275], [-2.048, -2.085, -1.013], [-2.819, -2.829, -1.994], [-2.012, -2.401, 0.342], [-1.165, -1.464, 0.975], [-1.039, -1.508, 2.360], [-1.840, -2.400, 3.086], [-2.727, -3.277, 2.430], [-2.806, -3.302, 1.033], [-0.694, -0.545, -0.057], [0.176, 0.539, 0.210], [-0.052, 1.328, 1.362], [0.876, 1.856, 2.311], [2.335, 1.806, 2.311], [0.190, 2.439, 3.330], [0.808, 3.075, 4.482], [-1.186, 2.320, 3.130], [-1.376, 1.635, 1.899], [-2.673, 1.287, 1.540], [-3.713, 1.454, 2.466], [-3.484, 2.057, 3.715], [-2.207, 2.535, 4.050], [-0.967, 0.640, -2.579], [-0.558, -0.952, -3.265], [-2.251, -0.454, -3.099], [-3.462, -3.527, -1.456], [-3.435, -2.149, -2.593], [-2.164, -3.398, -2.666], [-0.321, -0.850, 2.852], [-1.775, -2.414, 4.176], [-3.361, -3.945, 3.009], [-3.462, -3.974, 0.477], [1.256, 0.430, -0.261], [2.679, 0.880, 1.837], [2.764, 2.637, 1.732], [2.737, 1.852, 3.328], [0.026, 3.332, 5.197], [1.522, 2.397, 4.961], [1.345, 3.985, 4.187], [-2.870, 0.894, 0.544], [-4.716, 1.105, 2.212], [-4.308, 2.143, 4.425], [-1.996, 3.023, 5.003]], "lowdin_charge": [-0.057, -0.279, -0.031, -0.021, -0.227, -0.089, -0.333, 0.040, 0.020, -0.033, -0.042, 0.073, 0.082, 0.083, 0.116, 0.120, 0.130, 0.121, 0.111, -0.014, -0.208, -0.067, -0.009, -0.167, -0.116, -0.020, -0.085, -0.093, -0.023, -0.119, 0.001, -0.108, -0.177, -0.006, -0.040, -0.002, -0.157, -0.114, -0.017, -0.078, -0.088, -0.019, 0.075, 0.093, 0.080, 0.073, 0.087, 0.101, 0.116, 0.097, 0.095, 0.097, 0.074, 0.093, 0.088, 0.079, 0.078, 0.092, 0.106, 0.117, 0.101, 0.099, 0.098]}

***

4.
{"formula": "C20H39ClNO9", "method": "ωB97M-V/def2-TZVPD", "max_force_ha_per_bohr": 0.178, "homo_ev": -11.5, "e_above_lowest_ev": 5.515, "total_charge": 1, "homo_lumo_gap_ha": 0.2793, "species": ["C", "C", "O", "C", "O", "C", "C", "N", "C", "C", "C", "O", "Cl", "H", "H", "H", "H", "H", "H", "H", "H", "H", "H", "H", "H", "H", "H", "H", "O", "C", "O", "C", "C", "C", "H", "H", "H", "H", "H", "H", "H", "H", "O", "C", "O", "C", "C", "C", "H", "H", "H", "H", "H", "H", "H", "H", "O", "C", "O", "C", "C", "C", "H", "H", "H", "H", "H", "H", "H", "H"], "positions_angstrom": [[5.627, -3.269, 0.299], [5.303, -3.630, -1.302], [3.892, -3.487, -1.661], [3.520, -2.134, -2.090], [4.495, -1.087, -1.755], [3.929, 0.262, -1.767], [2.870, 0.318, -0.474], [2.044, -0.983, -0.372], [1.948, -1.737, -1.674], [0.908, -2.991, -1.711], [-0.369, -2.890, -0.678], [-0.094, -3.175, 0.625], [-2.114, -2.454, -1.115], [4.709, -2.636, 0.725], [5.626, -4.280, 0.920], [6.641, -2.704, 0.445], [6.068, -3.135, -2.043], [5.532, -4.802, -1.369], [3.487, -2.171, -3.283], [4.731, 1.128, -1.717], [3.300, 0.460, -2.748], [3.541, 0.501, 0.481], [2.078, 1.175, -0.612], [2.579, -1.588, 0.320], [1.138, -0.683, 0.049], [1.548, -0.962, -2.490], [0.430, -2.999, -2.806], [1.367, -4.055, -1.562], [-1.455, -9.061, 3.217], [-1.820, -8.099, 2.546], [-1.215, -6.901, 2.678], [-1.436, -5.769, 1.812], [-2.645, -4.973, 2.263], [-3.006, -8.216, 1.630], [-1.505, -6.084, 0.766], [-0.543, -5.142, 1.890], [-3.560, -5.566, 2.215], [-2.774, -4.084, 1.637], [-2.526, -4.656, 3.305], [-3.919, -8.063, 2.205], [-3.014, -9.223, 1.200], [-2.980, -7.529, 0.787], [1.560, 1.636, 2.004], [0.465, 2.164, 1.819], [0.381, 3.442, 1.400], [-0.835, 4.089, 0.975], [-1.591, 4.651, 2.162], [-0.801, 1.422, 2.145], [-1.446, 3.415, 0.367], [-0.534, 4.912, 0.318], [-1.899, 3.865, 2.854], [-2.484, 5.190, 1.830], [-0.955, 5.340, 2.729], [-1.016, 1.529, 3.208], [-0.653, 0.363, 1.910], [-1.661, 1.743, 1.561], [-4.222, 5.812, 0.203], [-3.763, 6.445, -0.745], [-2.446, 6.398, -1.029], [-1.842, 6.943, -2.220], [-1.536, 8.417, -2.042], [-4.647, 7.354, -1.552], [-2.462, 6.744, -3.100], [-0.906, 6.397, -2.369], [-2.443, 9.001, -1.876], [-1.027, 8.813, -2.927], [-0.895, 8.571, -1.168], [-4.726, 8.318, -1.047], [-5.642, 6.901, -1.621], [-4.311, 7.500, -2.576]], "lowdin_charge": [-0.078, -0.213, -0.137, -0.242, -0.134, -0.113, -0.068, 0.065, -0.152, -0.071, -0.570, -0.096, 0.609, 0.071, 0.093, 0.091, 0.139, 0.145, 0.192, 0.167, 0.138, 0.164, 0.149, 0.195, 0.168, 0.183, 0.148, 0.150, 0.086, -0.506, -0.003, -0.239, -0.062, 0.004, 0.112, 0.098, 0.071, 0.058, 0.091, 0.099, 0.097, 0.066, 0.045, -0.510, 0.000, -0.218, -0.050, 0.016, 0.117, 0.116, 0.072, 0.066, 0.091, 0.108, 0.080, 0.076, 0.075, -0.498, -0.024, -0.225, -0.063, 0.012, 0.116, 0.120, 0.071, 0.087, 0.087, 0.102, 0.099, 0.071]}

***

5.
{"formula": "C8H12NO2", "method": "ωB97M-V/def2-TZVPD", "max_force_ha_per_bohr": 0.115, "homo_ev": -2.8, "e_above_lowest_ev": 3.532, "total_charge": -1, "homo_lumo_gap_ha": 0.2244, "species": ["C", "C", "N", "O", "C", "C", "C", "C", "C", "C", "O", "H", "H", "H", "H", "H", "H", "H", "H", "H", "H", "H", "H"], "positions_angstrom": [[1.708, -2.080, 0.032], [0.768, -0.908, -0.171], [-0.597, -0.978, -0.136], [-1.393, -1.987, -0.054], [-1.205, 0.355, -0.118], [-2.290, 0.576, -1.159], [-1.848, 0.496, 1.311], [0.065, 1.256, -0.158], [1.174, 0.475, -0.133], [2.609, 0.975, -0.101], [3.470, 0.098, 0.360], [2.200, -2.309, -0.859], [1.119, -2.900, 0.343], [2.486, -1.682, 0.666], [-2.867, -0.328, -0.806], [-1.997, 0.434, -2.210], [-2.957, 1.314, -1.089], [-2.590, -0.225, 1.459], [-2.157, 1.512, 1.151], [-1.006, 0.494, 2.119], [-0.049, 2.256, 0.036], [2.669, 1.401, -1.161], [2.685, 1.754, 0.680]], "lowdin_charge": [-0.001, -0.105, -0.186, -0.131, -0.469, -0.018, -0.012, 0.014, -0.151, -0.501, -0.326, 0.060, 0.054, 0.059, 0.094, 0.094, 0.022, 0.048, 0.064, 0.130, 0.076, 0.098, 0.089]}